Record 1
This record from OMol25 describes a structure of composition C21H17F6MgN3O4PS2 in a non-equilibrium geometry. The level of theory is wB97M-V/def2-TZVPD.

Summary:
expectation value of S²	0.765
spin multiplicity	2
relative energy (zero: lowest compared OMol25 entry of this formula, charge and spin)	0.134	eV
Kohn-Sham gap (alpha / beta)	5.77 / 6.58	eV
net charge	-2

Geometry as XYZ:
```
55
Properties=species:S:1:pos:R:3:forces:R:3
Mg -0.30228 -0.98017 0.85650 0.19 0.52 0.61
O -1.79622 1.56350 3.90350 0.27 0.49 0.09
C -1.12598 0.93601 2.91521 -1.18 -1.30 -0.91
O -1.63172 -0.06891 2.32420 0.34 0.64 0.67
C 0.09144 1.47631 2.55839 2.36 0.08 -0.68
C 0.71430 2.62527 3.15288 0.53 -0.91 -0.96
C 2.03007 2.90166 2.83932 -1.29 0.37 0.51
C 2.74772 2.05265 1.97919 0.93 0.53 -0.16
C 2.06439 0.99296 1.40938 1.66 -0.39 -0.64
N 0.81427 0.69272 1.61504 -1.41 0.76 0.90
C 2.75796 0.02141 0.44118 -0.18 0.48 0.13
O 4.10024 0.14909 0.24654 -0.75 -0.55 -0.37
O 2.12495 -0.79892 -0.16808 0.27 0.14 0.16
H -2.57114 1.04029 4.07483 -0.62 -0.50 0.09
H 0.10844 3.22505 3.79851 -0.01 0.34 0.34
H 2.47822 3.80539 3.23403 0.14 -0.10 0.06
H 3.80437 2.33618 1.76700 -0.95 -0.55 0.02
H 4.48459 0.81061 0.81895 -0.12 0.28 0.43
S -0.12615 -3.34987 0.42238 -0.11 -0.56 -0.48
C -0.41159 -3.30810 -1.29153 0.79 0.07 1.03
S -1.24350 -2.04553 -2.04685 -0.62 0.54 -0.96
C 0.10005 -4.27972 -2.14706 -0.07 -0.57 0.22
C -0.06315 -4.15343 -3.56164 0.31 -0.24 1.67
N -0.19160 -3.98198 -4.68548 -0.16 0.02 -1.38
C 0.77800 -5.43280 -1.63872 0.71 -0.84 -0.53
N 1.38008 -6.40498 -1.41163 -0.77 1.05 -0.03
C -2.36243 1.52203 -0.45285 0.40 0.40 -1.23
C -2.16932 0.45960 -1.57311 0.29 -0.18 0.58
C -3.53181 0.14551 -2.23505 -0.08 0.37 0.89
C -1.60244 -0.79612 -0.82764 -0.71 0.30 -0.13
C -1.17194 0.98207 -2.60093 -0.10 0.11 0.73
C -1.57643 1.27842 -3.87709 0.92 0.38 -1.34
C -0.66185 1.74259 -4.85285 -0.47 -0.15 0.49
C 0.64766 1.96878 -4.47338 0.51 0.11 -1.16
C 1.06420 1.67523 -3.18566 0.47 0.42 0.57
C 0.16291 1.20443 -2.25093 0.17 -0.15 0.10
H -2.88371 1.07390 0.37685 -0.08 -0.10 0.43
H -2.97644 2.35152 -0.86202 0.40 -0.15 0.31
H -1.35742 1.89264 -0.14677 -0.83 -0.15 0.05
H -4.17615 -0.33862 -1.47740 0.31 -0.04 -0.47
H -3.37998 -0.47988 -3.10531 -0.25 -0.41 -0.03
H -4.07090 1.04992 -2.54551 0.17 0.02 -0.07
H -2.49358 -1.16133 -0.28565 0.15 -0.08 0.10
H -2.59439 1.11168 -4.14231 -0.45 -0.02 -0.35
H -0.96246 1.89992 -5.89582 -0.02 0.01 0.50
H 1.37503 2.33208 -5.22641 -0.46 -0.24 0.56
H 2.10491 1.87193 -2.88973 -0.48 -0.22 -0.15
H 0.50548 0.97209 -1.24496 -0.12 0.00 -0.16
F 0.71219 -1.50549 3.28887 -0.63 -0.36 -0.30
P 1.58626 -1.79386 4.61860 -0.62 -0.98 0.69
F 0.28331 -1.46858 5.57308 0.21 0.29 -0.56
F 2.83333 -2.18426 3.65667 0.13 0.19 0.48
F 1.13484 -3.36251 4.64849 0.13 0.43 -0.29
F 2.43981 -2.02057 5.97420 0.50 -0.07 -0.21
F 2.00556 -0.24784 4.60858 0.27 0.47 0.13
```
Forces are in eV/Å.

=====

Record 2
This record from OMol25 describes a structure of composition C10H20BrN11O2V. The level of theory is wB97M-V/def2-TZVPD.

Summary:
expectation value of S²	3.757
spin multiplicity	4
Kohn-Sham gap (alpha / beta)	8.20 / 9.12	eV
net charge	+2

Geometry as XYZ:
```
45
Properties=species:S:1:pos:R:3:forces:R:3
V 0.89633 0.09097 -0.69549 -0.07 -0.06 0.00
N 3.14416 0.35047 -0.93916 -0.01 0.03 0.01
N 3.49786 1.70941 -1.00305 0.01 0.02 -0.03
C 2.55155 2.68234 -1.05502 0.01 -0.03 0.02
N 2.98850 3.92067 -1.19001 -0.04 0.00 0.00
N 1.28560 2.25462 -0.93443 0.02 0.04 -0.01
N 0.26343 3.20333 -0.90761 0.02 -0.03 0.01
O -0.82286 2.74945 -0.61776 -0.01 0.00 0.00
O 0.47289 4.36880 -1.16341 0.01 0.02 -0.01
H 3.61169 -0.05933 -0.13347 0.00 -0.01 0.00
H 3.49200 -0.11608 -1.77446 0.00 -0.01 0.00
H 4.45722 1.94040 -1.21144 0.00 -0.01 0.01
H 3.97339 4.12837 -1.21614 0.00 0.00 0.00
H 2.31125 4.66768 -1.25400 0.01 0.01 0.00
C -3.91507 0.35583 -0.73421 0.00 0.00 0.01
N -3.32425 -0.97646 -0.84902 0.01 0.00 -0.02
C -4.20193 -2.13510 -1.01005 0.00 0.01 0.01
C -1.98678 -1.07797 -0.87989 0.00 -0.01 0.00
N -1.17262 -0.06565 -0.87765 0.02 0.04 0.00
N -1.49289 -2.37804 -0.90084 0.00 -0.01 -0.01
C -0.19740 -2.80625 -1.06997 -0.02 0.02 0.01
N -0.09088 -4.13865 -1.24849 0.00 0.00 0.00
N 0.82475 -2.00273 -1.02475 0.04 -0.01 -0.02
H -4.98441 0.25125 -0.58721 0.00 0.00 0.00
H -3.74665 0.94810 -1.63626 0.00 0.00 0.00
H -3.50805 0.88398 0.12940 0.00 0.00 0.00
H -5.22387 -1.78355 -1.09862 0.00 0.00 0.00
H -4.16205 -2.79912 -0.14244 -0.01 -0.01 0.00
H -3.97088 -2.68725 -1.92273 0.00 0.00 0.00
H -1.65805 0.82130 -0.90624 -0.01 -0.01 0.00
H -2.17422 -3.10800 -0.77855 -0.01 0.00 0.00
H -0.88104 -4.70454 -1.50672 0.00 0.00 0.00
H 0.81450 -4.56395 -1.34719 0.00 0.00 0.00
H 1.67212 -2.51995 -1.23309 -0.01 -0.01 0.00
Br -0.64469 2.49625 4.32005 0.00 0.01 0.01
C 0.35345 1.14988 3.48405 0.00 -0.01 -0.01
C 1.08418 0.22944 4.21952 0.00 0.00 -0.01
C 1.79079 -0.74701 3.53436 -0.01 0.01 0.00
C 1.74523 -0.76402 2.15401 0.01 -0.02 -0.01
N 1.05065 0.13353 1.44189 0.00 0.01 0.01
C 0.35972 1.07150 2.10152 0.02 0.01 0.01
H 1.09540 0.27327 5.30005 0.00 0.00 0.00
H 2.36691 -1.49033 4.06662 0.00 0.00 0.00
H 2.26595 -1.52986 1.59135 0.00 0.00 0.00
H -0.21093 1.77301 1.50655 0.00 0.00 0.00
```
Forces are in eV/Å.

=====

Record 3
This record from OMol25 describes an isolated molecule of C8H13NS in a non-equilibrium geometry. The level of theory is wB97M-V/def2-TZVPD.

Summary:
relative energy (zero: lowest compared OMol25 entry of this formula, charge and spin)	5.870	eV
Kohn-Sham gap (alpha / beta)	4.84 / 3.50	eV

Geometry as XYZ:
```
23
Properties=species:S:1:pos:R:3:forces:R:3
C -1.07972 0.17808 1.74979 -0.32 -1.53 -0.09
C -0.24941 -1.16549 1.73460 1.22 -0.25 1.37
C 0.48031 -0.79457 -2.31982 -1.11 0.53 -0.72
C 0.89926 0.23449 -1.18285 0.54 1.02 -1.20
C 0.15294 -0.91935 -0.91845 -1.21 -3.69 1.98
C -2.55086 -0.12479 1.81757 -2.04 1.77 1.74
C 0.32513 1.62429 -1.08713 -1.75 1.38 0.24
C 2.34815 0.22617 -0.88751 2.19 2.17 1.01
N -0.60229 1.28218 1.78565 1.50 1.92 -0.09
S -0.39603 -2.13671 0.17229 0.59 2.11 -0.64
H 0.84277 -1.16628 2.03271 -0.92 0.79 -0.91
H -0.63491 -1.63772 2.65159 -0.46 -0.93 -0.81
H -0.40543 -0.49007 -2.92903 0.74 -0.06 0.41
H 1.14636 -1.48394 -2.89247 -0.26 0.67 0.91
H -2.83322 -1.03996 1.38830 -0.50 -1.12 -1.34
H -3.14212 0.77915 1.46739 0.73 -1.32 -0.05
H -2.97872 -0.27316 2.86028 1.05 0.31 -0.65
H -0.83003 1.51284 -1.02030 1.87 0.74 -0.85
H 0.79209 2.35271 -1.83688 -1.13 -1.28 0.47
H 0.52787 2.12214 -0.10894 0.10 -0.95 -0.43
H 2.87582 0.79597 -1.73324 -0.67 -0.83 1.11
H 2.79759 -0.76858 -0.81400 -0.06 0.22 0.19
H 2.51446 0.89259 0.07044 -0.09 -1.68 -1.64
```
Forces are in eV/Å.

=====

Record 4
This record from OMol25 describes a structure of composition C5H9N in a non-equilibrium geometry. The level of theory is wB97M-V/def2-TZVPD.

Summary:
relative energy (zero: lowest compared OMol25 entry of this formula, charge and spin)	3.244	eV
Kohn-Sham gap	9.93	eV

Geometry as XYZ:
```
15
Properties=species:S:1:pos:R:3:forces:R:3
C 1.72821 -0.06216 -0.17526 0.11 -0.06 0.06
C 0.24039 -0.07012 0.00133 0.42 0.02 0.09
C -0.67922 -0.02456 1.23082 0.06 0.00 0.47
N -1.67795 0.15915 0.09233 -0.05 -0.47 -0.36
C -0.64272 1.09435 -0.47940 0.09 0.19 -0.27
C -0.80605 -1.01541 -0.56358 -0.22 -0.06 0.07
H 1.94547 0.18692 -1.22216 0.06 -0.15 0.18
H 2.19981 -1.01640 0.06977 0.02 0.10 0.04
H 2.15581 0.73395 0.44338 0.09 -0.17 -0.04
H -0.89398 -0.92865 1.80897 0.35 0.04 -0.09
H -0.51504 0.82901 1.89359 -0.46 0.13 -0.11
H -0.48964 2.03363 0.07670 -0.32 -0.22 -0.14
H -0.82463 1.29878 -1.53894 0.38 -0.17 0.00
H -0.63989 -1.30481 -1.62105 -1.10 0.94 0.07
H -1.10058 -1.91367 -0.01651 0.55 -0.11 0.03
```
Forces are in eV/Å.